Entry 1:
{"formula": "C20H56N4O6", "method": "ωB97M-V/def2-TZVPD", "e_above_lowest_ev": 0.597, "e_lumo_ev": 0.6, "smiles": "COC[C@H](C)N.COC[C@H](C)N.COC[C@H](C)N.COC[C@H](C)N.CCO.CCO", "molar_mass_g_mol": 448.69, "max_force_ev_per_a": 1.29, "homo_ev": -9.332, "species": ["C", "C", "O", "H", "H", "H", "H", "H", "H", "C", "C", "O", "H", "H", "H", "H", "H", "H", "C", "C", "C", "O", "C", "N", "H", "H", "H", "H", "H", "H", "H", "H", "H", "H", "H", "C", "C", "C", "O", "C", "N", "H", "H", "H", "H", "H", "H", "H", "H", "H", "H", "H", "C", "C", "C", "O", "C", "N", "H", "H", "H", "H", "H", "H", "H", "H", "H", "H", "H", "C", "C", "C", "O", "C", "N", "H", "H", "H", "H", "H", "H", "H", "H", "H", "H", "H"], "positions_angstrom": [[2.604, -2.450, 2.339], [4.004, -2.074, 1.949], [4.945, -2.953, 2.545], [2.273, -3.397, 1.904], [1.864, -1.697, 2.057], [2.473, -2.545, 3.422], [4.179, -1.036, 2.263], [4.116, -2.101, 0.859], [5.825, -2.707, 2.249], [1.572, -1.529, -1.132], [2.412, -0.331, -0.805], [1.817, 0.423, 0.255], [1.472, -2.229, -0.310], [1.948, -1.957, -2.068], [0.578, -1.182, -1.435], [2.555, 0.304, -1.688], [3.425, -0.582, -0.479], [1.515, 1.257, -0.127], [-0.662, 2.715, -1.997], [0.254, 3.555, -1.081], [-0.309, 3.652, 0.335], [-0.176, 4.900, 0.964], [1.161, 5.289, 1.133], [1.589, 2.918, -1.104], [-1.712, 2.969, -1.864], [-0.533, 1.641, -1.836], [-0.392, 2.936, -3.032], [0.255, 4.551, -1.540], [0.147, 2.876, 0.974], [-1.366, 3.393, 0.281], [1.672, 5.414, 0.170], [1.711, 4.539, 1.723], [1.179, 6.241, 1.654], [2.313, 3.584, -0.858], [1.809, 2.589, -2.039], [5.233, 2.814, 3.949], [4.382, 1.916, 3.071], [3.033, 1.653, 3.724], [2.337, 2.872, 3.831], [1.093, 2.735, 4.488], [4.222, 2.586, 1.764], [5.546, 2.350, 4.882], [4.709, 3.755, 4.126], [6.137, 3.108, 3.407], [4.875, 0.957, 2.901], [3.178, 1.191, 4.716], [2.424, 0.947, 3.136], [1.204, 2.134, 5.400], [0.364, 2.227, 3.846], [0.768, 3.732, 4.770], [3.491, 2.101, 1.240], [3.758, 3.461, 2.011], [-5.941, -0.956, -0.710], [-4.970, -2.078, -0.364], [-4.256, -1.819, 0.961], [-3.232, -0.844, 0.776], [-1.955, -1.408, 0.594], [-5.655, -3.374, -0.442], [-6.791, -0.930, -0.033], [-6.278, -1.146, -1.734], [-5.389, -0.020, -0.776], [-4.204, -2.101, -1.145], [-3.893, -2.748, 1.415], [-4.955, -1.354, 1.666], [-1.907, -2.079, -0.268], [-1.596, -1.919, 1.499], [-1.263, -0.568, 0.503], [-5.032, -4.104, -0.093], [-6.377, -3.417, 0.282], [-0.496, -2.478, -4.336], [-1.880, -2.172, -4.849], [-2.920, -2.683, -3.856], [-2.938, -4.091, -3.848], [-3.757, -4.592, -2.832], [-1.997, -0.727, -5.070], [-0.399, -3.519, -4.022], [-0.239, -1.855, -3.471], [0.281, -2.305, -5.083], [-2.011, -2.713, -5.789], [-3.915, -2.277, -4.105], [-2.667, -2.281, -2.858], [-3.661, -5.675, -2.767], [-4.818, -4.363, -2.972], [-3.442, -4.178, -1.864], [-2.984, -0.481, -5.150], [-1.739, -0.257, -4.202]]}


Entry 2:
{"formula": "C5H7N", "method": "ωB97M-V/def2-TZVPD", "e_above_lowest_ev": 4.768, "e_lumo_ev": 1.1, "smiles": "[H]/N=C1/[C@@H]2C[C@]12C", "molar_mass_g_mol": 81.12, "max_force_ev_per_a": 5.29, "homo_ev": -7.406, "species": ["C", "C", "C", "C", "C", "N", "H", "H", "H", "H", "H", "H", "H"], "positions_angstrom": [[1.511, 0.126, 0.126], [-0.160, -1.377, -0.173], [0.558, -0.619, 0.952], [-0.357, 0.083, -0.049], [-1.465, 0.993, -0.076], [2.534, 0.474, -0.431], [0.437, -1.503, -1.017], [-1.017, -2.006, -0.021], [0.636, -0.935, 1.944], [-2.261, 0.414, 0.464], [-1.684, 1.235, -1.118], [-1.333, 1.940, 0.564], [2.600, 1.175, -1.165]]}


Entry 3:
{"formula": "C2H3FO2", "method": "ωB97M-V/def2-TZVPD", "e_above_lowest_ev": 5.559, "e_lumo_ev": [-1.1, -1.1], "molar_mass_g_mol": 78.04, "max_force_ev_per_a": 10.21, "homo_ev": [-10.260, -10.260], "species": ["C", "C", "O", "O", "F", "H", "H", "H"], "positions_angstrom": [[-0.197, -0.344, 0.881], [0.427, 0.602, -0.141], [-1.219, -1.622, 0.157], [0.055, 0.246, -1.483], [-0.025, -0.348, 2.119], [0.007, 1.556, 0.055], [1.485, 0.384, -0.083], [-0.534, -0.473, -1.504]]}


Entry 4:
{"formula": "C13H29Br2N3O6", "method": "ωB97M-V/def2-TZVPD", "e_above_lowest_ev": 0.000, "e_lumo_ev": -3.8, "molar_mass_g_mol": 483.20, "max_force_ev_per_a": 6.15, "homo_ev": -8.255, "species": ["C", "C", "C", "C", "C", "C", "N", "O", "C", "C", "C", "H", "H", "H", "H", "H", "H", "H", "H", "H", "H", "H", "H", "H", "H", "H", "H", "H", "H", "O", "H", "C", "N", "O", "O", "H", "H", "H", "C", "N", "O", "O", "H", "H", "H", "Br", "C", "C", "Br", "H", "H", "H", "H"], "positions_angstrom": [[8.004, -40.987, 18.597], [7.178, -41.124, 19.966], [6.563, -42.533, 20.040], [6.150, -43.058, 21.382], [7.256, -42.847, 22.423], [7.896, -41.449, 22.557], [8.160, -41.008, 21.138], [8.912, -39.996, 21.084], [9.267, -41.718, 23.284], [6.962, -40.504, 23.273], [6.136, -40.022, 20.096], [8.769, -41.753, 18.454], [8.663, -40.119, 18.562], [7.333, -40.973, 17.741], [7.341, -43.191, 19.643], [5.780, -42.634, 19.287], [5.755, -44.073, 21.363], [5.273, -42.495, 21.722], [7.998, -43.566, 22.066], [6.974, -43.180, 23.423], [9.104, -42.027, 24.315], [10.030, -40.940, 23.322], [9.760, -42.462, 22.655], [7.030, -40.565, 24.360], [5.938, -40.864, 23.157], [7.090, -39.452, 23.025], [6.481, -39.011, 20.309], [5.568, -40.264, 20.998], [5.365, -40.082, 19.330], [9.578, -44.150, 20.050], [9.602, -43.328, 19.538], [12.544, -44.158, 18.698], [12.885, -42.731, 18.748], [12.181, -41.855, 18.297], [14.048, -42.539, 19.100], [12.216, -44.475, 19.687], [13.277, -44.722, 18.130], [11.606, -44.231, 18.144], [9.181, -46.333, 22.396], [10.132, -47.296, 22.948], [10.058, -48.420, 22.502], [11.006, -46.939, 23.728], [9.606, -45.364, 22.646], [8.160, -46.460, 22.753], [9.053, -46.381, 21.316], [6.476, -47.564, 17.755], [7.810, -46.139, 18.067], [9.220, -46.718, 18.261], [9.654, -47.688, 16.539], [7.489, -45.664, 18.993], [7.694, -45.412, 17.267], [9.265, -47.531, 18.982], [9.980, -45.974, 18.485]]}


Entry 5:
{"formula": "C17H32N3O7PRhTe", "method": "ωB97M-V/def2-TZVPD", "total_charge": -1, "e_above_lowest_ev": 2.893, "e_lumo_ev": [2.4, 2.4], "molar_mass_g_mol": 651.94, "max_force_ev_per_a": 0.54, "homo_ev": [-3.109, -3.064], "species": ["Rh", "N", "C", "C", "C", "O", "O", "H", "H", "H", "H", "H", "H", "C", "C", "N", "O", "C", "C", "N", "O", "H", "H", "H", "H", "H", "H", "H", "C", "C", "C", "C", "C", "C", "H", "H", "H", "H", "H", "H", "H", "H", "H", "C", "C", "O", "P", "O", "Te", "O", "C", "C", "H", "H", "H", "H", "H", "H", "H", "H", "H", "H"], "positions_angstrom": [[-0.033, -0.819, -1.176], [2.171, -0.375, -0.626], [2.880, -0.806, 0.579], [2.728, 0.104, 1.800], [1.359, 0.203, 2.396], [0.983, -0.234, 3.433], [0.501, 0.953, 1.568], [2.447, -1.030, -1.368], [2.443, 0.559, -0.914], [3.957, -0.872, 0.390], [2.544, -1.815, 0.815], [3.053, 1.121, 1.565], [3.371, -0.290, 2.586], [-1.332, 2.836, -3.144], [-0.591, 1.651, -2.609], [-0.742, 1.211, -1.410], [-1.696, 1.898, -0.673], [0.312, 0.903, -3.456], [0.785, 1.407, -4.783], [0.756, -0.243, -2.969], [1.650, -0.899, -3.565], [-1.721, 3.450, -2.338], [-2.175, 2.483, -3.743], [-0.690, 3.433, -3.791], [-1.681, 1.442, 0.178], [-0.009, 1.377, -5.536], [1.597, 0.767, -5.118], [1.148, 2.437, -4.728], [-2.210, 3.535, 4.530], [-1.760, 3.845, 3.098], [-2.987, 3.958, 2.182], [-0.980, 5.165, 3.075], [-0.905, 2.754, 2.600], [-0.220, 1.878, 2.156], [-2.870, 4.326, 4.893], [-1.351, 3.465, 5.199], [-2.748, 2.587, 4.567], [-3.618, 4.790, 2.506], [-3.576, 3.041, 2.214], [-2.683, 4.125, 1.148], [-1.616, 5.982, 3.424], [-0.642, 5.394, 2.064], [-0.104, 5.107, 3.723], [1.100, -5.446, -3.450], [0.505, -5.342, -2.061], [-0.094, -4.056, -1.879], [0.767, -2.945, -1.081], [2.220, -3.046, -1.427], [-2.423, -1.533, -1.205], [0.729, -3.515, 0.468], [-0.480, -3.852, 1.141], [-0.230, -3.775, 2.632], [1.592, -6.414, -3.584], [1.833, -4.652, -3.584], [0.322, -5.339, -4.208], [1.275, -5.513, -1.305], [-0.293, -6.074, -1.912], [-0.779, -4.864, 0.846], [-1.281, -3.175, 0.843], [0.639, -4.375, 2.907], [-1.098, -4.147, 3.182], [-0.048, -2.744, 2.938]]}


Entry 6:
{"formula": "S2", "method": "ωB97M-V/def2-TZVPD", "e_above_lowest_ev": 6.499, "e_lumo_ev": -5.1, "molar_mass_g_mol": 64.13, "max_force_ev_per_a": 3.56, "homo_ev": -9.654, "species": ["S", "S"], "positions_angstrom": [[0.000, 0.000, 1.634], [0.000, 0.000, -1.634]]}


Number 1: energy -1465.97048 Eh. Number 2: energy -249.29801 Eh. Number 3: energy -328.15076 Eh. Number 4: energy -6276.05012 Eh. Number 5: energy -2077.83708 Eh. Number 6: energy -796.08214 Eh.